Here is 19 unconnected molecules or ions with the total composition C27H29BCl54FNO5S at a distorted geometry from OMol25. Energies are from ωB97M-V with the def2-TZVPD basis set.

Last column: Löwdin charge in e.
Atoms and positions in Å:
C (3.341, -3.422, 2.612)  -0.1023
C (4.253, -2.503, 1.651)  -0.1771
B (4.057, -0.913, 2.015)  -0.4289
O (5.222, -0.117, 2.297)  0.0917
N (2.622, -0.403, 1.978)  -0.0967
O (2.413, -0.006, 0.681)  -0.0104
C (1.473, -0.845, -0.001)  -0.2955
O (1.368, -0.678, -1.248)  0.0793
C (0.524, -1.916, 0.667)  -0.2049
C (0.456, -3.316, -0.054)  -0.1110
C (-0.487, -4.448, 0.494)  -0.0784
C (-1.325, -4.097, 1.755)  -0.1196
C (-1.263, -2.733, 2.503)  -0.1648
C (-0.331, -1.622, 1.952)  -0.0334
S (2.356, 0.929, 3.053)  0.8454
O (2.357, 0.372, 4.466)  -0.2856
O (0.988, 1.549, 2.836)  -0.3066
F (3.458, 2.181, 2.860)  -0.2257
H (3.023, -2.902, 3.580)  0.0840
H (2.434, -3.840, 2.033)  0.0685
H (3.987, -4.333, 2.906)  0.0847
H (3.871, -2.664, 0.569)  0.0303
H (5.364, -2.758, 1.648)  0.0899
H (5.700, -0.054, 1.429)  0.1297
H (1.097, -3.510, -0.988)  0.1062
H (-0.551, -5.462, -0.019)  0.1020
H (-2.052, -4.882, 2.175)  0.0622
H (-1.919, -2.499, 3.440)  -0.0354
H (-0.300, -0.615, 2.507)  0.1059
C (-2.868, -0.740, -0.692)  -1.4385
Cl (-4.251, -1.326, -1.636)  0.5530
Cl (-1.727, -2.054, -0.372)  0.7419
Cl (-2.062, 0.591, -1.533)  0.5497
H (-3.239, -0.368, 0.262)  0.0254
C (5.103, 5.117, 4.006)  -1.5409
Cl (3.775, 5.837, 4.926)  0.5308
Cl (4.660, 4.948, 2.302)  0.5350
Cl (6.573, 6.088, 4.171)  0.5199
H (5.300, 4.126, 4.409)  0.0156
C (5.822, -4.237, -1.578)  -1.4964
Cl (6.378, -2.614, -1.141)  0.5537
Cl (4.109, -4.440, -1.181)  0.5493
Cl (6.099, -4.544, -3.297)  0.5164
H (6.395, -4.962, -1.003)  0.0246
C (9.791, 3.927, 2.902)  -1.5253
Cl (11.449, 4.513, 2.701)  0.5212
Cl (9.382, 2.770, 1.628)  0.4380
Cl (9.581, 3.193, 4.498)  0.5253
H (9.115, 4.777, 2.824)  -0.0073
C (3.407, -7.712, -4.118)  -1.5091
Cl (1.868, -8.585, -4.106)  0.5197
Cl (3.157, -6.015, -4.555)  0.4916
Cl (4.205, -7.837, -2.544)  0.4746
H (4.054, -8.166, -4.867)  0.0211
C (-0.956, -6.158, -6.381)  -1.5358
Cl (-0.860, -6.025, -4.619)  0.4984
Cl (0.627, -5.866, -7.115)  0.5043
Cl (-1.576, -7.748, -6.851)  0.5174
H (-1.648, -5.401, -6.745)  0.0154
C (7.634, -10.014, -2.647)  -1.5316
Cl (6.098, -10.894, -2.635)  0.5127
Cl (7.377, -8.317, -3.080)  0.4873
Cl (8.434, -10.139, -1.074)  0.5222
H (8.280, -10.465, -3.397)  0.0163
C (9.022, 5.002, -1.986)  -1.5340
Cl (7.477, 4.140, -1.973)  0.5199
Cl (8.785, 6.696, -2.440)  0.5277
Cl (9.812, 4.884, -0.407)  0.4852
H (9.668, 4.536, -2.727)  -0.0064
C (-7.070, 0.696, -2.807)  -1.5302
Cl (-8.460, -0.294, -3.278)  0.5350
Cl (-6.340, 1.457, -4.228)  0.5084
Cl (-7.552, 1.919, -1.623)  0.5110
H (-6.327, 0.047, -2.347)  -0.0651
C (-5.895, 5.806, -1.946)  -1.5177
Cl (-7.443, 6.015, -1.114)  0.5393
Cl (-6.017, 4.543, -3.177)  0.4956
Cl (-5.368, 7.333, -2.670)  0.5270
H (-5.151, 5.500, -1.213)  0.0195
C (-9.505, 8.583, -3.024)  -1.5429
Cl (-8.957, 10.208, -2.587)  0.5164
Cl (-11.221, 8.383, -2.643)  0.5259
Cl (-9.207, 8.266, -4.738)  0.5265
H (-8.938, 7.861, -2.439)  -0.0521
C (-15.208, 8.719, -2.938)  -1.5534
Cl (-16.069, 9.128, -4.429)  0.5188
Cl (-15.907, 9.582, -1.560)  0.5160
Cl (-15.241, 6.972, -2.660)  0.5122
H (-14.171, 9.030, -3.046)  -0.0196
C (10.967, 0.630, -1.443)  -1.5108
Cl (9.428, 0.861, -0.600)  0.4800
Cl (10.822, -0.640, -2.666)  0.5296
Cl (11.507, 2.145, -2.181)  0.5370
H (11.713, 0.320, -0.713)  0.0221
C (-3.661, -4.506, 5.719)  -1.4689
Cl (-5.063, -5.500, 5.300)  0.5029
Cl (-2.951, -3.784, 4.264)  0.6705
Cl (-4.114, -3.248, 6.878)  0.5392
H (-2.913, -5.146, 6.183)  0.0237
C (12.348, 2.953, 7.129)  -1.5588
Cl (13.401, 3.788, 8.280)  0.5200
Cl (13.181, 2.711, 5.587)  0.5002
Cl (11.805, 1.405, 7.793)  0.5152
H (11.473, 3.576, 6.951)  -0.0064
C (-11.657, -2.450, -3.340)  -1.5558
Cl (-12.520, -2.042, -4.830)  0.5188
Cl (-12.358, -1.591, -1.961)  0.5152
Cl (-11.684, -4.197, -3.064)  0.5169
H (-10.620, -2.136, -3.449)  -0.0359
C (-9.928, 13.544, -0.497)  -1.5549
Cl (-11.467, 12.672, -0.503)  0.5081
Cl (-10.171, 15.239, -0.945)  0.5185
Cl (-9.151, 13.426, 1.088)  0.5166
H (-9.272, 13.086, -1.235)  -0.0078
C (-7.165, -8.297, 3.758)  -1.5393
Cl (-7.051, -8.106, 5.515)  0.4997
Cl (-5.589, -8.036, 2.997)  0.5004
Cl (-7.795, -9.898, 3.348)  0.5237
H (-7.858, -7.549, 3.377)  0.0185

Cartesian forces, eV/Å:
0.6 -1.0 -0.1
-0.9 0.8 -0.6
2.7 -1.8 -0.2
-2.2 -0.5 -1.7
1.2 1.8 2.7
-1.4 -1.0 -2.0
-2.0 -0.4 -4.4
1.0 -0.4 5.3
0.2 -2.3 2.6
-1.1 0.0 3.0
0.7 4.3 2.2
1.6 1.4 -0.7
2.7 0.2 -3.4
0.3 -3.4 -0.8
-5.9 1.4 4.8
2.1 1.3 -4.6
4.7 -1.6 -1.0
-1.5 -2.6 0.1
0.3 -0.7 -1.5
1.3 0.9 1.1
-1.1 1.4 -0.3
0.7 0.3 1.7
-1.6 0.2 0.2
-0.2 -0.2 1.3
-1.1 0.5 1.6
0.1 1.7 0.8
1.4 1.3 -0.9
2.2 0.2 -2.7
0.1 -1.7 -1.2
0.2 -0.2 0.1
-0.1 0.0 0.0
-3.3 1.4 -2.7
-0.1 -0.1 0.1
0.0 0.0 -0.2
-0.1 -0.1 -0.1
0.2 -0.1 -0.1
0.1 0.1 0.1
0.0 -0.1 0.0
0.0 0.2 -0.1
0.0 0.0 -0.1
0.1 -0.1 -0.1
0.1 -0.2 -0.1
0.1 0.0 0.2
-0.1 0.1 -0.1
-0.1 0.0 0.0
-0.2 0.0 0.0
0.1 -0.1 1.1
-0.1 0.1 0.0
0.1 -0.2 0.0
0.0 0.1 0.0
0.2 0.0 0.0
0.0 -0.2 0.0
-0.4 0.0 -0.1
-0.1 0.1 0.2
0.0 0.0 0.0
-0.1 0.0 -0.1
-0.2 0.0 0.0
0.0 0.1 0.0
0.1 -0.2 0.1
0.0 0.0 0.0
0.2 0.0 0.0
0.3 -0.2 0.0
0.0 0.0 -0.2
-0.1 0.1 0.2
0.0 0.1 0.1
0.1 0.0 0.0
0.0 -0.1 0.0
0.0 0.5 -0.7
-0.1 0.1 0.2
0.0 0.1 0.1
0.1 0.0 0.0
0.0 -0.2 0.1
0.0 -0.3 0.0
-0.2 0.2 -0.1
0.1 0.0 -0.2
0.1 -0.1 0.1
0.1 0.3 0.2
0.0 -0.1 0.1
-0.2 0.1 -0.1
0.0 0.0 -0.1
0.0 -0.1 0.0
0.1 -0.1 0.0
0.0 0.0 0.2
-0.1 0.2 -0.1
0.0 0.0 0.0
0.1 0.0 0.1
0.1 0.0 -0.1
0.1 0.2 0.0
-0.2 -0.1 0.0
0.0 0.0 -0.1
0.1 -0.4 -0.5
0.0 0.1 0.1
0.0 -0.1 0.1
-0.2 0.1 -0.1
-0.3 -0.1 0.1
0.3 0.2 0.2
-1.3 -1.2 1.7
0.1 -0.1 -0.1
-0.1 0.1 -0.1
0.1 0.0 0.0
-0.1 0.0 -0.1
-0.1 0.0 0.1
0.0 0.1 -0.1
0.2 -0.1 0.0
-0.1 0.0 0.0
0.1 0.0 0.1
0.1 -0.1 -0.1
0.1 0.1 0.0
-0.3 -0.1 0.0
-0.1 0.0 0.0
0.2 0.0 0.0
0.1 -0.1 0.0
0.0 0.0 -0.2
-0.1 0.1 0.2
0.0 -0.1 0.0
-0.1 -0.1 -0.2
-0.2 0.0 0.0
0.0 0.2 0.0
0.1 -0.2 0.1

Results
Spin multiplicity: 1
Energy above the lowest of the compared OMol25 structures with the same formula, charge and spin, eV: 0.000
Total energy, a.u.: -26850.03156
HOMO, Ha: -0.3311

---

Here is a molecular structure, C27H29BCl54FNO5S at a distorted geometry from OMol25. Energies are from ωB97M-V with the def2-TZVPD basis set.

Last column: Löwdin charge in e.
Atoms and positions in Å:
C (-1.119, -1.328, 5.171)  -0.1208
C (-2.550, -1.029, 4.428)  -0.1861
B (-2.749, -2.037, 3.104)  -0.3871
O (-3.985, -2.841, 3.019)  0.0468
N (-1.630, -1.995, 2.069)  -0.1283
O (-1.971, -1.013, 1.217)  -0.0423
C (-1.064, 0.143, 1.299)  -0.1763
O (-1.448, 1.268, 0.635)  -0.0091
C (0.387, 0.201, 2.060)  -0.1936
C (0.664, 1.553, 3.004)  -0.1066
C (2.120, 1.757, 3.792)  -0.0654
C (3.233, 0.566, 3.569)  -0.1047
C (2.990, -0.785, 2.665)  -0.1598
C (1.552, -0.974, 1.891)  -0.0253
S (-1.468, -3.509, 1.203)  0.9430
O (-0.808, -4.548, 2.191)  -0.3191
O (-0.460, -3.380, -0.003)  -0.3390
F (-2.938, -4.095, 0.515)  -0.2563
H (-0.671, -2.388, 4.929)  0.0897
H (-0.340, -0.455, 4.946)  0.0750
H (-1.334, -1.291, 6.341)  0.0902
H (-2.503, 0.091, 4.024)  0.0340
H (-3.494, -1.098, 5.116)  0.0952
H (-4.725, -2.155, 2.860)  0.1441
H (-0.182, 2.382, 3.113)  0.1083
H (2.330, 2.703, 4.455)  0.1005
H (4.304, 0.675, 4.081)  0.0653
H (3.833, -1.613, 2.518)  -0.0498
H (1.399, -1.951, 1.231)  0.1099
C (2.580, 1.383, -0.748)  -1.4325
Cl (3.697, 2.699, -1.149)  0.5530
Cl (2.060, 1.501, 0.941)  0.7128
Cl (1.180, 1.403, -1.834)  0.5495
H (3.105, 0.434, -0.881)  0.0271
C (-4.930, -6.688, -0.888)  -1.5349
Cl (-3.656, -7.596, -1.719)  0.5269
Cl (-5.031, -5.036, -1.521)  0.5315
Cl (-6.490, -7.513, -1.052)  0.5170
H (-4.678, -6.635, 0.174)  0.0185
C (-4.459, 2.335, 5.423)  -1.4931
Cl (-5.303, 1.139, 4.424)  0.5509
Cl (-2.732, 2.369, 5.026)  0.5415
Cl (-5.178, 3.940, 5.212)  0.5132
H (-4.565, 2.044, 6.471)  0.0273
C (-9.158, -5.989, 1.634)  -1.5204
Cl (-10.888, -6.359, 1.738)  0.5186
Cl (-8.863, -4.281, 2.004)  0.4341
Cl (-8.232, -7.031, 2.727)  0.5231
H (-8.826, -6.181, 0.610)  -0.0049
C (-2.081, 6.525, 6.513)  -1.5034
Cl (-0.434, 7.168, 6.622)  0.5166
Cl (-2.515, 6.209, 4.824)  0.4886
Cl (-2.239, 5.051, 7.482)  0.4716
H (-2.770, 7.274, 6.911)  0.0239
C (0.610, 8.604, 2.637)  -1.5306
Cl (1.063, 6.975, 3.165)  0.4948
Cl (-1.139, 8.844, 2.790)  0.5018
Cl (1.489, 9.827, 3.570)  0.5148
H (0.882, 8.713, 1.584)  0.0184
C (-4.667, 5.493, 10.700)  -1.5267
Cl (-3.019, 6.136, 10.809)  0.5097
Cl (-5.101, 5.177, 9.011)  0.4850
Cl (-4.825, 4.018, 11.669)  0.5196
H (-5.356, 6.242, 11.098)  0.0193
C (-10.371, -2.039, -1.276)  -1.5287
Cl (-8.723, -1.396, -1.167)  0.5178
Cl (-10.804, -2.355, -2.965)  0.5251
Cl (-10.528, -3.514, -0.307)  0.4815
H (-11.060, -1.290, -0.878)  -0.0046
C (5.242, 3.302, -4.419)  -1.5259
Cl (6.641, 4.385, -4.314)  0.5327
Cl (3.901, 4.098, -5.259)  0.5062
Cl (5.683, 1.794, -5.238)  0.5081
H (4.918, 3.060, -3.403)  -0.0621
C (2.916, 0.084, -7.954)  -1.5126
Cl (4.511, -0.486, -8.475)  0.5372
Cl (3.015, 1.752, -7.364)  0.4919
Cl (1.748, -0.038, -9.281)  0.5245
H (2.574, -0.552, -7.134)  0.0224
C (4.983, 0.399, -12.152)  -1.5374
Cl (4.139, -0.797, -13.151)  0.5137
Cl (6.710, 0.433, -12.549)  0.5233
Cl (4.264, 2.004, -12.363)  0.5232
H (4.877, 0.109, -11.104)  -0.0488
C (10.098, 1.199, -14.558)  -1.5482
Cl (10.275, 2.475, -15.775)  0.5160
Cl (10.909, -0.284, -15.090)  0.5133
Cl (10.742, 1.734, -12.997)  0.5097
H (9.034, 0.984, -14.437)  -0.0169
C (-10.673, -0.923, 3.379)  -1.5052
Cl (-9.078, -1.493, 2.858)  0.4785
Cl (-10.574, 0.745, 3.970)  0.5266
Cl (-11.841, -1.045, 2.053)  0.5347
H (-11.015, -1.559, 4.199)  0.0250
C (6.709, -2.331, 4.285)  -1.4610
Cl (8.108, -1.248, 4.389)  0.5011
Cl (5.368, -1.536, 3.445)  0.6656
Cl (7.150, -3.839, 3.466)  0.5379
H (6.385, -2.573, 5.300)  0.0274
C (-9.792, -9.716, 4.965)  -1.5530
Cl (-10.613, -11.282, 5.087)  0.5172
Cl (-10.972, -8.394, 4.968)  0.4970
Cl (-8.632, -9.518, 6.289)  0.5127
H (-9.245, -9.687, 4.020)  -0.0035
C (10.145, 5.922, -3.822)  -1.5503
Cl (10.322, 7.198, -5.039)  0.5162
Cl (10.956, 4.439, -4.354)  0.5127
Cl (10.789, 6.458, -2.261)  0.5142
H (9.080, 5.708, -3.701)  -0.0336
C (4.665, -3.961, -15.636)  -1.5492
Cl (6.312, -3.318, -15.527)  0.5050
Cl (4.231, -4.277, -17.325)  0.5157
Cl (4.507, -5.435, -14.667)  0.5139
H (3.975, -3.212, -15.238)  -0.0048
C (10.255, 1.765, 5.305)  -1.5348
Cl (10.708, 0.135, 5.832)  0.4983
Cl (8.506, 2.004, 5.457)  0.4961
Cl (11.135, 2.988, 6.238)  0.5217
H (10.527, 1.874, 4.252)  0.0216

Cartesian forces, eV/Å:
-0.1 0.5 1.2
0.2 0.5 -1.3
-2.6 0.4 2.9
1.6 3.2 -1.1
-0.6 -4.0 0.5
1.3 4.2 -1.1
-0.2 6.6 -3.3
2.1 -7.9 4.6
1.2 -1.3 3.0
2.0 -2.5 0.8
-1.2 -4.4 -2.8
-2.5 -0.2 -0.9
-4.3 3.0 -0.3
0.7 2.2 3.0
7.4 -4.9 -2.3
-4.3 4.3 -2.9
-4.9 0.6 4.2
2.7 1.5 1.8
-0.8 2.2 0.4
-1.6 -2.2 0.3
0.6 -0.2 -2.5
-0.2 -2.4 0.8
2.0 0.0 -1.2
1.5 -1.7 0.7
2.0 -2.1 -0.4
-0.5 -2.2 -1.6
-2.8 -0.1 -1.2
-3.4 2.1 -0.2
0.1 2.4 1.5
0.0 -0.1 0.2
0.1 0.1 -0.1
1.8 2.6 -4.0
0.2 -0.1 0.1
-0.1 0.3 0.0
0.2 0.1 0.1
-0.2 0.1 0.2
-0.1 -0.2 0.1
0.1 0.0 0.1
-0.1 0.0 -0.4
0.0 0.1 0.1
-0.1 0.1 0.1
-0.2 0.2 0.1
0.0 -0.3 0.1
0.1 0.1 -0.4
0.1 0.0 -0.1
0.2 0.1 -0.1
0.3 -1.0 0.5
0.0 0.0 -0.1
-0.1 0.0 0.3
0.0 0.0 0.0
-0.2 0.0 0.0
0.1 0.1 0.2
0.3 0.2 -0.3
0.2 -0.3 -0.1
0.0 0.0 -0.1
0.0 0.2 -0.1
0.2 0.0 -0.1
-0.1 -0.1 -0.1
-0.1 0.0 0.4
0.0 0.1 0.1
-0.2 0.0 0.1
-0.2 0.1 0.3
0.0 0.2 -0.1
0.2 -0.3 -0.1
-0.1 -0.1 0.0
-0.2 0.0 0.0
0.0 0.1 0.2
-0.4 0.5 -0.7
0.3 -0.3 -0.1
-0.1 -0.2 0.0
-0.1 -0.1 0.0
0.2 0.0 0.2
0.1 0.2 0.2
0.1 0.1 -0.4
-0.2 0.2 0.1
-0.1 0.0 0.1
-0.1 -0.4 -0.2
0.1 0.0 0.1
0.1 0.2 -0.3
-0.1 0.1 0.1
0.0 0.1 0.1
-0.1 0.0 0.1
0.1 -0.2 0.1
0.0 0.1 -0.4
0.0 0.0 0.0
-0.1 -0.2 0.2
-0.1 0.2 0.1
-0.1 -0.1 -0.2
0.4 0.1 -0.1
0.0 0.0 0.1
-0.1 0.6 0.2
0.0 -0.2 0.0
0.1 0.0 0.2
0.1 0.2 -0.3
0.4 -0.1 0.1
-0.3 -0.3 0.0
2.4 -0.8 1.2
-0.1 0.2 0.1
0.1 0.1 -0.4
0.0 0.0 -0.1
0.1 0.2 -0.1
0.2 -0.2 0.0
-0.1 0.0 -0.2
-0.2 0.0 0.3
0.0 0.0 0.0
-0.1 -0.2 0.2
-0.2 0.2 0.1
-0.1 -0.1 -0.2
0.4 0.1 0.0
0.0 0.0 0.0
-0.2 0.0 0.0
0.0 0.1 0.2
0.0 0.2 -0.1
0.2 -0.3 -0.1
0.1 0.1 0.0
0.1 0.2 -0.1
0.2 0.1 0.0
-0.1 -0.2 -0.2
-0.1 0.0 0.4

Results
Spin multiplicity: 1
Energy above the lowest of the compared OMol25 structures with the same formula, charge and spin, eV: 7.306
Total energy, a.u.: -26849.76308
HOMO, Ha: -0.3201